(1)
ORCA calculation (ωB97M-V/def2-TZVPD) on a structure of composition C25H35ClMnO3PS.

XYZ file:
```
67
Properties=species:S:1:pos:R:3:forces:R:3
Mn -0.036555 -0.146288 -0.285873 -0.051 0.262 0.046
Cl -0.316857 6.678234 1.439405 0.002 -0.016 -0.012
C 0.119790 5.095870 1.103646 0.034 0.000 0.090
C 1.217841 4.551291 1.741029 -0.001 -0.071 -0.067
C 1.566250 3.212874 1.560114 -0.039 0.056 0.013
C 0.765432 2.342764 0.833187 0.085 -0.026 0.068
O 1.050676 1.094449 0.723054 -0.102 -0.027 -0.187
C -0.522350 2.829184 0.175826 0.018 -0.108 -0.035
C -2.047358 1.175370 1.278749 0.020 -0.026 0.047
O -1.597175 0.115871 0.834525 0.022 0.093 -0.003
C -0.728579 4.362325 0.105240 -0.085 0.021 -0.006
H 1.810243 5.177517 2.395978 0.002 0.000 0.000
H 2.454583 2.808230 2.027896 0.003 0.004 0.006
H -2.905749 1.160973 1.954236 -0.011 -0.013 -0.025
H -0.376259 6.060933 -1.143963 -0.008 -0.003 0.015
O -1.636747 2.386237 1.055962 -0.035 0.040 -0.012
S -0.538332 1.985423 -1.433928 -0.056 0.009 0.026
C -2.173562 2.393920 -2.146850 0.027 -0.010 -0.041
C -2.086509 3.671408 -2.970410 -0.026 -0.015 0.064
C -1.883861 4.937026 -2.145746 -0.002 -0.015 -0.064
C -0.602250 5.007824 -1.302562 0.069 0.052 0.009
H -2.907728 2.449472 -1.341313 0.012 -0.011 0.009
H -2.412352 1.526591 -2.763092 -0.009 0.007 -0.009
H -3.021629 3.755279 -3.528305 -0.007 0.000 0.010
H -1.293348 3.566381 -3.714130 0.003 0.004 0.005
H -2.751926 5.101998 -1.500103 0.005 0.011 0.005
H -1.871205 5.779909 -2.836825 0.019 -0.012 -0.013
H -1.761039 4.529345 0.427098 -0.007 -0.012 -0.028
H 0.261401 4.597777 -1.831436 0.000 0.003 -0.006
C 3.585296 -2.257918 0.369611 0.012 -0.029 -0.015
C 2.344764 -2.386559 -0.522154 -0.009 0.001 -0.025
C 2.318495 -3.762193 -1.199827 -0.014 -0.004 0.014
C 2.401344 -1.268502 -1.590540 0.013 0.022 -0.007
P 0.786638 -2.155749 0.486019 0.131 -0.248 0.035
C -0.675596 -2.513911 -0.496606 0.010 0.028 -0.060
C -0.809003 -1.750614 -1.695228 -0.025 -0.054 0.065
C -2.040674 -1.692002 -2.366668 0.038 0.010 -0.031
C -3.128956 -2.378701 -1.876095 -0.011 -0.025 0.034
C -2.989365 -3.167683 -0.729023 -0.002 0.015 0.000
C -1.794900 -3.219304 -0.036879 -0.004 -0.024 -0.006
C 0.751520 -2.720487 2.254373 -0.001 0.050 0.013
C 1.814956 -1.912048 3.020674 -0.001 -0.013 0.037
C 1.044705 -4.226044 2.305148 -0.013 0.002 -0.002
C -0.607563 -2.395939 2.891675 -0.003 0.004 0.009
H 4.457770 -2.357615 -0.278121 -0.004 -0.004 -0.008
H 3.646737 -3.052193 1.109983 0.010 -0.003 -0.016
H 3.649478 -1.289058 0.865629 0.005 -0.001 -0.006
H 3.211232 -3.855448 -1.821864 0.003 0.001 0.004
H 1.447335 -3.891868 -1.842736 0.002 -0.004 -0.006
H 2.340620 -4.572789 -0.471828 -0.004 -0.005 0.000
H 3.446662 -1.054305 -1.822209 -0.010 0.006 0.009
H 2.011743 -0.282764 -1.259590 -0.025 0.020 0.031
H 1.934621 -1.553309 -2.530171 -0.051 0.001 -0.010
H 0.064880 -1.428770 -2.252442 0.083 0.051 -0.023
H -2.106221 -1.168365 -3.312135 0.005 0.013 0.005
H -4.072890 -2.357367 -2.404080 -0.004 -0.002 -0.001
H -3.827717 -3.758036 -0.382061 -0.001 -0.005 -0.001
H -1.719197 -3.851319 0.833093 -0.007 -0.012 -0.008
H 2.833285 -2.155054 2.740433 -0.037 0.003 0.034
H 1.704390 -2.159666 4.077107 -0.008 0.006 0.005
H 1.661181 -0.835519 2.915876 0.004 -0.005 0.001
H 2.041456 -4.469662 1.939650 0.009 0.003 -0.007
H 0.314023 -4.815309 1.748980 0.001 -0.002 -0.001
H 0.995174 -4.541236 3.349257 0.004 0.001 0.002
H -0.878092 -1.346171 2.775139 0.018 -0.019 0.012
H -0.507789 -2.591478 3.960001 0.000 0.005 0.006
H -1.425217 -3.013255 2.536202 0.001 0.017 0.007
```
Forces are in eV/Å.

highest occupied orbital energy (spin up / spin down): -17.35 / -18.20 eV
molar mass: 536.98 g mol⁻¹
DFT total energy: -3549.026411 a.u.
total charge: +3
E_LUMO (spin up / spin down): -10.8 / -11.2 eV
spin multiplicity: 4

(2)
ORCA calculation (ωB97M-V/def2-TZVPD) on a structure of composition C5H11NO3 in a non-equilibrium geometry.

XYZ file:
```
20
Properties=species:S:1:pos:R:3:forces:R:3
C -0.563557 -0.304472 -0.107763 0.110 -0.073 -0.157
C -1.026775 -1.298847 -1.180602 0.058 0.133 0.087
C -1.278686 1.050176 -0.287563 0.072 -0.092 0.059
C -0.838538 -0.866208 1.294967 0.098 0.071 -0.122
N 1.613342 0.354228 0.829866 0.147 1.090 1.686
C 0.930788 -0.034890 -0.340813 -0.388 0.270 -0.734
O 1.348561 1.547398 1.355595 -0.497 -1.277 -0.492
O 3.166633 0.826209 0.272594 -0.725 1.058 0.378
O 1.509145 -0.170829 -1.400390 -0.109 -0.037 0.393
H 2.695456 1.748357 0.663029 1.190 -1.485 -1.089
H 3.032785 0.689395 -0.695762 0.070 0.387 -0.009
H -0.563128 -0.151940 2.069007 -0.020 -0.010 0.022
H -2.099095 -1.465598 -1.073706 -0.001 -0.007 0.029
H -0.833087 -0.918133 -2.181935 0.009 0.007 0.008
H -0.512707 -2.254802 -1.075706 -0.018 -0.014 0.004
H -0.921054 1.777770 0.440152 0.002 -0.004 -0.033
H -1.122681 1.443353 -1.292799 0.005 0.000 -0.002
H -2.349466 0.905817 -0.135826 -0.002 -0.041 -0.019
H -0.284603 -1.790292 1.463570 -0.005 -0.006 0.009
H -1.903333 -1.086694 1.384083 0.002 0.030 -0.017
```
Forces are in eV/Å.

energy relative to the best compared isomer or geometry (same formula, charge and spin): 503.6 kJ/mol
highest occupied orbital energy: -9.08 eV
molar mass: 133.15 g mol⁻¹
DFT total energy: -477.433693 a.u.
E_LUMO: 0.2 eV

(3)
ORCA calculation (ωB97M-V/def2-TZVPD) on the molecule C20H23ClN2O2.

XYZ file:
```
48
Properties=species:S:1:pos:R:3:forces:R:3
C 6.610245 0.277973 -0.681812 -0.081 0.126 -0.201
C 5.610853 1.091313 -1.496266 -0.081 -0.021 0.232
C 4.160093 0.856847 -1.074489 0.200 -0.033 -0.218
C 3.670361 -0.559488 -1.399796 -0.089 0.227 -0.043
C 2.214073 -0.709884 -1.009435 0.507 -0.178 -0.036
O 1.307088 -0.719844 -1.811707 -0.264 0.080 -0.248
N 2.049940 -0.810625 0.342909 0.323 -0.009 0.448
C 0.872149 -0.910874 1.074226 -0.261 -0.091 0.198
C -0.385497 -0.799806 0.491548 -0.147 -0.015 -0.023
C -1.537365 -0.900942 1.259087 0.318 0.115 0.308
C -2.892205 -0.735614 0.644749 0.092 -0.175 0.045
O -3.810557 -0.206857 1.239547 -0.108 0.111 0.189
N -3.013876 -1.259485 -0.596466 0.058 -0.225 -0.358
C -4.147123 -0.969227 -1.441734 -0.183 0.026 -0.160
C -3.741979 -0.045158 -2.602332 -0.048 -0.040 0.277
C -3.026342 1.162718 -2.063268 -0.009 0.002 -0.203
C -3.734954 2.164113 -1.411699 0.040 0.001 -0.036
C -3.074181 3.236393 -0.841979 -0.069 0.070 0.051
C -1.693709 3.320048 -0.913029 0.071 0.085 0.041
C -0.980504 2.331480 -1.566799 0.117 0.025 0.024
C -1.643417 1.260082 -2.139655 -0.064 0.029 -0.058
C -1.439898 -1.092873 2.632304 -0.086 0.012 -0.122
C -0.197866 -1.208962 3.229155 -0.041 0.007 -0.084
C 0.944603 -1.122140 2.455607 -0.119 0.035 -0.156
Cl 2.500014 -1.261408 3.220319 0.076 -0.009 0.068
H 7.626527 0.549083 -0.957021 0.122 -0.045 0.032
H 6.482896 0.470047 0.381662 0.018 -0.013 0.140
H 6.489453 -0.787804 -0.858730 0.041 -0.135 0.039
H 5.836044 2.152708 -1.371568 0.006 0.010 -0.094
H 5.722893 0.851958 -2.555527 -0.004 0.080 -0.073
H 3.519512 1.571541 -1.595854 -0.072 0.014 0.067
H 4.064451 1.046591 -0.002378 -0.036 0.064 0.023
H 3.755080 -0.735656 -2.472674 -0.056 -0.072 0.062
H 4.271272 -1.300343 -0.870865 0.027 -0.061 -0.011
H 2.886188 -0.841896 0.914838 -0.110 0.030 -0.281
H -0.434122 -0.595729 -0.564501 -0.014 -0.010 -0.001
H -2.196991 -1.642375 -1.046139 0.003 0.012 0.169
H -4.886215 -0.479585 -0.803962 0.026 -0.114 -0.109
H -4.567988 -1.902404 -1.830180 -0.050 0.110 0.069
H -3.088324 -0.589438 -3.287579 -0.032 0.019 -0.068
H -4.642392 0.248969 -3.144243 0.010 -0.047 -0.082
H -4.811285 2.099121 -1.345498 -0.135 -0.018 0.029
H -3.637043 4.006243 -0.334981 -0.046 0.059 0.045
H -1.177241 4.154201 -0.460878 0.037 0.064 0.030
H 0.096724 2.385623 -1.629076 0.100 0.009 -0.007
H -1.072413 0.497165 -2.650851 0.052 -0.109 -0.047
H -2.341960 -1.145586 3.220762 -0.089 0.017 0.064
H -0.112471 -1.363088 4.293659 0.050 -0.018 0.068
```
Forces are in eV/Å.

energy relative to the best compared isomer or geometry (same formula, charge and spin): 1.4 kJ/mol
highest occupied orbital energy: -8.78 eV
molar mass: 358.87 g mol⁻¹
DFT total energy: -1496.169650 a.u.
E_LUMO: 0.6 eV

(4)
ORCA calculation (ωB97M-V/def2-TZVPD) on a cluster of 2 separate species, C6H10NO in total in a non-equilibrium geometry.

XYZ file:
```
18
Properties=species:S:1:pos:R:3:forces:R:3
C 3.108885 0.584236 0.208249 0.074 -0.115 -0.218
C 2.163041 -0.279152 0.040615 1.260 1.356 -0.077
C 4.062271 1.484398 0.409510 -1.812 -1.853 -0.034
C -3.658152 0.974624 0.824322 1.480 2.070 -0.299
C 1.122658 -1.046606 0.107479 0.228 -0.101 -2.335
C -3.131448 0.075248 0.035258 1.141 -1.616 -0.895
N 0.422234 -1.684950 -1.050892 -2.015 0.779 -0.375
O -1.727093 0.011523 -0.317093 -1.506 -0.369 0.182
H 4.321684 1.671670 1.417243 0.153 0.467 0.966
H 4.586006 1.991666 -0.348592 0.563 0.300 -0.977
H -2.939589 1.806079 1.089713 -1.096 -0.835 0.161
H -4.712175 1.153128 0.966126 0.017 -0.429 0.216
H 0.503962 -1.195046 0.874660 -1.593 -0.498 3.664
H -3.622251 -0.797992 -0.417650 0.134 0.636 0.222
H 0.101567 -2.676500 -0.838262 0.384 1.602 -0.157
H 1.138334 -1.745769 -1.741662 0.222 -0.121 -1.392
H -0.488912 -1.047026 -1.373838 2.373 -1.753 1.113
H -1.251015 0.720464 0.114821 -0.007 0.480 0.236
```
Forces are in eV/Å.

energy relative to the best compared isomer or geometry (same formula, charge and spin): 368.5 kJ/mol
highest occupied orbital energy: -12.99 eV
molar mass: 112.15 g mol⁻¹
DFT total energy: -364.206880 a.u.
total charge: +1
E_LUMO: -4.1 eV

(5)
ORCA calculation (ωB97M-V/def2-TZVPD) on a structure of composition C20H31Cl2N4O3Y in a non-equilibrium geometry.

XYZ file:
```
61
Properties=species:S:1:pos:R:3:forces:R:3
O 0.373308 1.031218 -1.373452 0.461 -0.140 4.468
C 0.006126 1.247154 -2.527966 1.975 -0.123 -4.394
C 0.798582 2.126952 -3.377017 -0.378 0.086 0.399
C 1.481919 3.196434 -2.735806 0.342 0.170 -0.383
H 1.320680 3.387681 -1.671237 0.038 -0.232 -0.323
C 2.314202 4.029014 -3.472472 -0.188 0.085 -0.242
H 2.854879 4.843326 -2.984872 -0.264 -0.130 -0.089
C 2.447237 3.860523 -4.859975 0.249 -0.291 -0.128
H 3.023257 4.572145 -5.464160 -0.112 -0.368 0.353
C 1.864490 2.741906 -5.477825 -0.286 0.043 0.080
H 2.047787 2.549678 -6.539942 -0.106 0.118 0.350
C 1.050865 1.871639 -4.753594 -0.303 0.566 0.327
H 0.566104 1.008007 -5.214864 0.262 0.232 0.073
H -0.906579 0.543526 -3.038100 0.929 0.375 0.390
C -2.729434 2.045190 -2.492268 -0.280 0.848 -0.343
C -2.083474 0.721602 -2.466038 -2.804 -0.453 0.600
H -3.826834 2.011049 -2.397225 0.177 -0.114 0.010
H -2.491856 2.560592 -3.428619 -0.096 0.099 0.070
H -2.348034 2.694101 -1.682430 -0.071 -0.278 -0.220
C -2.515651 -0.358692 -1.826510 0.866 -0.497 -0.085
C -3.827712 -0.635485 -1.153827 -0.264 0.135 0.410
H -1.801264 -1.176565 -1.754443 -0.225 -0.104 -0.335
H -4.675591 -0.324871 -1.787914 0.188 -0.150 0.390
H -3.889597 -0.120217 -0.180240 -0.180 0.024 -0.255
H -3.903245 -1.712900 -0.916225 -0.112 0.469 -0.289
Y 0.476895 -0.010049 0.524864 -0.360 -0.123 -2.227
Cl 0.282805 2.480269 1.297209 -0.165 0.132 0.526
Cl 0.508667 -1.771888 -1.664455 0.372 -0.459 0.550
C -2.030557 0.570025 2.437432 0.703 -0.630 -0.923
O -1.483917 -0.288295 1.677159 -0.474 0.931 1.260
N -2.446705 0.317197 3.667224 -0.009 -0.015 0.101
C -2.162162 -0.929340 4.368702 -0.235 -0.028 0.029
C -3.266629 1.294557 4.367398 -0.065 0.217 0.063
H -2.130881 1.617097 2.106563 -0.191 -0.406 -0.003
H -1.481887 -1.545090 3.784838 -0.070 0.087 -0.045
H -3.093776 -1.471265 4.555309 0.083 -0.034 -0.126
H -1.720078 -0.706520 5.345484 0.030 0.080 -0.196
H -3.337946 2.197907 3.755575 -0.014 -0.135 0.175
H -2.839274 1.552961 5.342194 0.067 -0.078 -0.200
H -4.275859 0.899943 4.537014 0.180 0.015 -0.103
H -0.067906 -5.462325 1.911017 -0.139 0.129 -0.002
H 2.148644 -6.026498 0.353248 -0.141 0.113 -0.247
C -0.275968 -4.711109 1.140044 -0.132 -0.160 0.179
C 1.673511 -5.275953 -0.296496 0.094 0.199 0.161
N 0.967193 -4.299521 0.523854 0.002 0.275 0.313
H -0.785946 -3.845575 1.579582 0.227 -0.266 -0.171
C 1.431948 -3.064729 0.656520 -0.218 0.288 -0.454
O 0.946129 -2.170983 1.400812 0.225 -0.673 -0.170
H 2.447086 -4.736367 -0.853613 -0.198 -0.303 -0.035
H 2.280913 -2.865728 -0.011773 0.028 0.038 0.469
H -0.912091 -5.175197 0.378804 0.036 0.163 0.097
H 0.978140 -5.775083 -0.987169 0.238 0.273 0.178
N 4.244379 1.507040 2.432710 -0.044 -0.274 0.076
C 4.173052 0.345490 3.211565 -0.457 0.162 -0.633
C 3.167552 -0.400999 2.661239 0.190 0.852 -0.427
N 2.626424 0.288828 1.578983 0.786 0.624 0.119
C 3.303826 1.437725 1.466619 -0.352 -1.048 0.723
H 4.871952 2.295731 2.550021 -0.202 -0.402 0.079
H 4.797555 0.142044 4.064902 0.080 0.204 -0.131
H 2.768340 -1.363557 2.942991 0.130 0.127 0.027
H 3.066408 2.236227 0.770673 0.171 -0.246 0.136
```
Forces are in eV/Å.

energy relative to the best compared isomer or geometry (same formula, charge and spin): 269.5 kJ/mol
highest occupied orbital energy (spin up / spin down): -3.97 / -4.62 eV
molar mass: 535.31 g mol⁻¹
DFT total energy: -2184.188216 a.u.
E_LUMO (spin up / spin down): 0.2 / 0.2 eV

Which value of molar mass does entry 1 give?
536.98 g mol⁻¹

Among the records above, which one has the lowest molar mass?
C6H10NO

Which of these has the highest molar mass?
C25H35ClMnO3PS